149
Properties=species:S:1:pos:R:3:mulliken_charge:R:1 method="wB97M-V/def2-TZVPD" total_charge=-1 lumo_energy_ev=0.15
As 0.132 -0.960 2.282 2.043
F -0.072 -2.627 2.802 -0.550
F -1.112 -1.147 1.045 -0.314
F 0.374 0.698 1.763 -0.310
F 1.286 -0.753 3.569 -0.530
F 1.401 -1.457 1.179 -0.484
F -1.087 -0.388 3.400 -0.502
C 6.503 -2.346 2.367 -0.693
S 6.049 -2.626 0.595 0.570
O 7.019 -3.697 0.143 -0.701
C 4.466 -3.443 0.949 -0.244
H 6.968 -3.281 2.674 0.396
H 5.610 -2.008 2.883 0.052
H 7.255 -1.561 2.435 0.330
H 4.751 -4.373 1.445 0.366
H 3.965 -3.675 0.013 0.242
H 3.887 -2.853 1.655 -0.289
C -1.422 -6.137 2.092 -0.644
S -2.530 -6.460 0.677 0.678
O -2.678 -7.931 0.460 -0.727
C -4.090 -5.927 1.403 -0.746
H -0.502 -6.703 1.933 0.293
H -1.766 -6.590 3.027 0.606
H -1.223 -5.072 2.146 -0.179
H -4.348 -6.474 2.315 0.394
H -5.000 -5.910 0.808 0.372
H -3.943 -4.889 1.728 -0.040
C -3.565 -3.196 5.181 -0.648
S -3.373 -2.274 6.702 0.420
O -2.617 -3.183 7.639 -0.634
C -2.082 -1.097 6.182 -0.666
H -2.687 -3.825 4.985 0.074
H -3.765 -2.651 4.260 0.297
H -4.304 -3.991 5.313 0.394
H -2.478 -0.514 5.354 0.238
H -1.158 -1.581 5.861 0.090
H -1.758 -0.553 7.067 0.421
C 1.594 2.980 4.165 -0.124
S 1.541 4.770 4.093 0.355
O 2.864 5.233 4.616 -0.626
C 1.666 4.826 2.285 -0.127
H 2.514 2.659 3.674 -0.226
H 0.741 2.559 3.627 0.004
H 1.559 2.556 5.167 0.486
H 2.653 4.440 2.027 -0.220
H 1.624 5.858 1.939 0.452
H 0.900 4.243 1.775 0.047
C 0.927 -4.442 0.309 -0.087
S 1.022 -3.737 -1.369 0.875
O 2.031 -4.594 -2.101 -0.794
C -0.579 -4.378 -1.988 -0.730
H 1.658 -3.989 0.965 -0.233
H 0.988 -5.527 0.249 0.775
H -0.062 -4.267 0.727 -0.552
H -1.295 -4.100 -1.210 -0.074
H -0.634 -5.440 -2.211 0.387
H -0.886 -3.842 -2.886 0.405
C 0.987 -4.869 5.195 -0.618
S 2.268 -5.782 4.197 0.234
O 1.832 -5.780 2.771 -0.441
C 3.527 -4.489 4.437 -0.631
H 0.552 -4.096 4.563 -0.124
H 1.430 -4.515 6.121 0.441
H 0.208 -5.593 5.432 0.378
H 4.534 -4.775 4.150 0.353
H 3.555 -4.313 5.514 0.462
H 3.141 -3.600 3.939 -0.095
C -5.484 -1.497 -2.030 -0.324
S -5.346 -2.736 -0.699 0.336
O -4.913 -3.984 -1.438 -0.624
C -3.859 -2.008 0.047 0.097
H -4.841 -1.806 -2.849 0.228
H -5.102 -0.548 -1.648 -0.201
H -6.522 -1.334 -2.312 0.448
H -3.170 -1.690 -0.733 -0.332
H -3.394 -2.722 0.723 0.010
H -4.149 -1.153 0.661 0.339
C 4.945 1.172 3.395 -1.527
C 4.248 0.357 2.503 -0.185
C 4.172 0.691 1.153 -0.240
C 4.658 1.910 0.711 0.374
C 5.241 2.775 1.630 0.305
C 5.473 2.394 2.937 -0.677
C 5.393 4.246 1.294 0.423
O 5.989 5.003 2.010 -0.647
C 4.584 4.730 0.121 0.676
C 4.496 6.105 -0.103 -0.893
C 3.690 6.570 -1.120 -0.599
C 3.096 5.672 -2.013 -0.538
C 3.362 4.329 -1.889 -0.527
C 4.020 3.827 -0.775 0.504
C 4.238 2.365 -0.633 0.157
O 3.884 1.594 -1.495 -0.634
H 5.022 0.921 4.444 0.491
H 3.738 -0.483 2.957 0.760
H 3.519 0.043 0.581 0.600
H 5.765 3.109 3.695 0.372
H 4.944 6.786 0.608 0.454
H 3.548 7.621 -1.341 0.426
H 2.603 6.098 -2.876 0.448
H 3.073 3.671 -2.699 0.323
C -2.248 1.870 0.834 -0.549
C -3.635 2.026 0.742 -0.953
C -4.155 2.586 -0.422 -0.704
C -3.316 3.039 -1.437 0.544
C -1.927 2.921 -1.295 0.906
C -1.405 2.296 -0.170 -0.816
C -1.018 3.425 -2.359 -1.173
O 0.176 3.487 -2.193 -0.336
C -1.670 3.742 -3.691 1.508
C -0.813 3.921 -4.769 -1.223
C -1.378 4.281 -5.991 -0.131
C -2.761 4.464 -6.116 -1.020
C -3.569 4.226 -5.025 -0.582
C -3.046 3.827 -3.802 0.183
C -3.967 3.589 -2.662 0.268
O -5.161 3.786 -2.702 -0.698
H -1.872 1.374 1.719 0.500
H -4.351 1.557 1.404 0.447
H -5.230 2.556 -0.534 0.479
H -0.331 2.268 -0.046 1.014
H 0.263 3.870 -4.685 0.651
H -0.743 4.430 -6.856 0.520
H -3.118 4.751 -7.096 0.563
H -4.634 4.391 -5.139 0.530
C 1.373 0.484 -3.024 -1.077
C 0.379 0.119 -2.105 -0.213
C -0.956 0.139 -2.451 -0.356
C -1.334 0.763 -3.635 -0.469
C -0.354 1.163 -4.543 1.073
C 1.002 1.068 -4.217 -0.434
C -0.699 1.820 -5.826 -0.022
O 0.152 2.271 -6.566 -0.664
C -2.151 1.979 -6.144 0.577
C -2.576 2.492 -7.356 -0.249
C -3.927 2.639 -7.668 -0.781
C -4.884 2.170 -6.790 -0.912
C -4.485 1.668 -5.557 -0.225
C -3.149 1.580 -5.218 -0.094
C -2.786 1.003 -3.888 0.330
O -3.617 0.761 -3.037 -0.472
H 2.397 0.253 -2.762 0.717
H 0.676 -0.298 -1.149 0.717
H -1.714 -0.058 -1.703 0.038
H 1.793 1.455 -4.842 0.529
H -1.792 2.886 -7.994 0.459
H -4.164 2.993 -8.663 0.482
H -5.930 2.056 -7.047 0.467
H -5.231 1.341 -4.844 0.501